[1]
Formula: C13H28N3O15
Source: the Open Molecules 2025 dataset
Level of theory: ωB97M-V/def2-TZVPD

## Properties
lowest unoccupied orbital energy	1.24	eV
charge	-1

The geometry in XYZ format:
```
59
Properties=species:S:1:pos:R:3:mulliken_charge:R:1
C -0.89440 1.25634 -3.21310 -0.74
C -2.06293 1.20682 -2.27089 0.63
O -3.05836 1.81541 -2.46330 -0.50
N -1.88607 0.22552 -1.12756 1.26
H -1.05930 -0.38606 -1.28608 -0.77
H -1.60237 0.55871 -0.19769 0.23
C -3.09793 -0.66417 -1.03645 -0.60
H 0.06031 1.27465 -2.69194 0.04
H -0.95149 2.20410 -3.74313 0.42
H -0.91023 0.40550 -3.89470 0.36
H -3.85663 -0.17859 -0.43337 0.35
H -2.89874 -1.59872 -0.51399 0.11
H -3.31864 -1.03482 -2.03415 0.35
C -0.76298 -3.19428 4.66437 -1.08
C -0.43908 -3.42966 3.22269 0.71
O -0.38260 -4.44501 2.61061 -0.47
N -0.22024 -2.15268 2.48181 0.33
H -0.80032 -1.39724 2.89527 0.18
H 0.73308 -1.83468 2.65627 0.43
C -0.44415 -2.28940 0.96439 -0.74
H -1.65807 -2.56875 4.72195 0.25
H 0.08155 -2.78090 5.21126 0.32
H -1.12699 -4.11461 5.12110 0.35
H -1.34855 -2.86740 0.81780 0.33
H 0.38614 -2.89822 0.61554 0.42
H -0.40680 -1.28640 0.55843 0.04
C 3.10380 2.54527 -1.62574 -0.75
C 3.92562 1.46130 -0.96039 0.49
O 4.97985 1.11994 -1.37708 -0.49
N 3.39435 0.99270 0.37861 0.44
H 4.09826 1.33018 1.04080 0.41
H 2.54086 1.43384 0.74158 -0.11
C 3.34714 -0.50952 0.37121 -0.65
H 2.45344 3.09133 -0.93844 0.42
H 2.46679 2.15626 -2.42203 0.05
H 3.77474 3.25067 -2.11222 0.42
H 4.18788 -1.04244 -0.05231 0.38
H 2.36807 -0.74783 -0.05205 0.12
H 3.14171 -0.85021 1.38866 0.34
O 0.58429 -2.42798 -3.94546 -0.50
C -0.06141 -2.15956 -2.78195 0.55
O 0.37115 -1.28084 -1.98015 -0.56
O -1.07027 -2.85986 -2.51863 -0.76
H -0.02967 -3.10419 -4.27671 0.30
O -4.14938 0.46148 3.47479 -0.52
C -3.09354 -0.28166 2.97249 0.79
O -3.35747 -1.05840 2.03017 -0.70
O -2.01431 -0.33571 3.62285 -0.99
H -4.76156 0.04606 2.83388 0.32
O 1.55108 3.63748 -4.15883 -0.56
C 0.91196 4.53216 -3.30834 0.71
O 0.90329 5.75158 -3.57738 -0.77
O 0.30139 4.01454 -2.32753 -0.62
H 1.34397 2.90685 -3.53398 0.18
O -0.09331 1.83339 3.26157 -0.57
C 0.36167 1.75574 1.99083 0.34
O 1.30105 2.52634 1.66941 -0.90
O -0.10378 0.86923 1.22359 -0.42
H -0.75183 1.11642 3.31363 0.37
```

---

[2]
Formula: C13H28N4O4Sn
Source: the Open Molecules 2025 dataset
Level of theory: ωB97M-V/def2-TZVPD

## Properties
lowest unoccupied orbital energy (alpha / beta)	-15.27 / -14.34	eV
charge	+4

The geometry in XYZ format:
```
50
Properties=species:S:1:pos:R:3:mulliken_charge:R:1
Sn 0.10235 0.47713 -0.31996 1.44
C -1.92021 -1.32866 4.51200 -0.98
N -1.41038 -1.56782 3.13722 0.07
C -1.32446 -2.98259 2.72131 -0.86
C -1.05014 -0.58769 2.38239 0.95
O -0.58206 -0.77462 1.18139 -0.68
C -1.13237 0.83843 2.88969 -0.74
O -0.85636 1.72313 1.79340 -0.24
C -1.36283 3.03911 1.95620 -0.92
C -1.57567 3.59710 0.56465 0.70
O -1.27836 2.98894 -0.42783 -0.52
N -2.13832 4.92976 0.43145 0.22
C -2.40883 5.45258 -0.87635 -0.77
C -2.40856 5.74158 1.60085 -0.82
H -2.88027 -0.81632 4.47091 0.41
H -2.06207 -2.29715 4.98067 0.41
H -1.19073 -0.76727 5.09317 0.37
H -2.30895 -3.42591 2.85662 0.39
H -1.02165 -3.04716 1.68400 0.21
H -0.60084 -3.47840 3.36596 0.40
H -2.12455 1.03639 3.30187 0.47
H -0.39478 0.98505 3.68462 0.39
H -2.30286 3.03894 2.51636 0.49
H -0.65232 3.67520 2.49739 0.43
H -2.11491 4.76298 -1.65644 0.31
H -3.48521 5.68893 -0.92001 0.41
H -1.90151 6.42579 -0.96193 0.41
H -1.46091 5.94323 2.11823 0.39
H -2.87378 6.67542 1.29900 0.41
H -3.06165 5.19234 2.28722 0.38
C 1.93373 -3.78692 -4.12958 -1.04
N 1.41499 -3.04507 -2.95462 0.06
C 0.03343 -3.40630 -2.59312 -0.88
C 1.99156 -2.03423 -2.34900 0.45
O 1.45867 -1.22595 -1.56160 -0.76
N 3.40835 -1.84074 -2.61527 0.26
C 4.37221 -2.92118 -2.59316 -0.87
C 3.91570 -0.48793 -2.68946 -0.84
H 1.09021 -3.92335 -4.80296 0.41
H 2.30923 -4.76130 -3.82384 0.38
H 2.68719 -3.21142 -4.65769 0.43
H -0.03132 -4.49269 -2.60066 0.40
H -0.65105 -2.99853 -3.33699 0.37
H -0.19956 -3.03065 -1.60304 0.19
H 3.92249 -3.84695 -2.25234 0.36
H 5.19533 -2.61221 -1.94033 0.45
H 4.79088 -3.03264 -3.60245 0.41
H 3.20454 0.14898 -3.21161 0.35
H 4.88522 -0.50524 -3.18354 0.43
H 4.05138 -0.12415 -1.66279 0.34
```

---

[3]
Formula: C13H29BBrO7P
Source: the Open Molecules 2025 dataset
Level of theory: ωB97M-V/def2-TZVPD

## Properties
lowest unoccupied orbital energy	0.22	eV
charge	0

The geometry in XYZ format:
```
52
Properties=species:S:1:pos:R:3:mulliken_charge:R:1
C 6.26158 -2.65566 -3.02649 -1.19
C 5.16798 -2.17530 -2.03540 -0.19
B 3.95710 -1.60064 -2.83779 -0.22
C 2.66524 -2.44302 -3.12639 -0.06
Br 2.95858 -2.95218 -4.99937 -0.15
C 1.32194 -1.75367 -2.81234 0.11
C 0.39077 -1.40246 -3.96782 -1.48
P 4.18182 0.20249 -3.50585 0.90
O 5.45602 0.34403 -4.23846 -0.74
O 3.97041 1.20462 -2.26353 -0.56
O 2.89722 0.61720 -4.38288 -0.52
H 5.84391 -3.33285 -3.77402 0.30
H 7.04062 -3.19421 -2.48511 0.36
H 6.70555 -1.81136 -3.55146 0.34
H 5.62597 -1.43411 -1.37044 0.24
H 4.84435 -3.01984 -1.41928 0.32
H 2.72287 -3.39254 -2.59599 0.49
H 1.53988 -0.84327 -2.24508 -0.05
H 0.77982 -2.40545 -2.12259 0.38
H 0.02785 -2.29717 -4.47643 0.38
H 0.88311 -0.76584 -4.69958 0.30
H -0.47258 -0.86049 -3.57581 0.34
H 4.36202 0.89799 -1.43622 0.37
H 3.20193 1.10662 -5.16248 0.31
O 1.10348 -0.38569 0.13395 -0.57
C -0.04564 -0.03698 0.17375 0.99
O -0.38762 1.07425 -0.51756 -0.32
C -1.74415 1.51928 -0.64044 -0.53
C -2.19769 2.31231 0.56827 -0.61
C -1.08532 -0.74791 0.99785 -1.20
H -2.40693 0.67725 -0.84122 0.36
H -1.73538 2.14484 -1.53149 0.37
H -2.21440 1.69150 1.46485 -0.09
H -3.20276 2.70285 0.39968 0.38
H -1.52503 3.15277 0.73841 0.31
H -1.10336 -0.30882 1.99576 0.25
H -0.78344 -1.78704 1.09420 0.35
H -2.09359 -0.69869 0.59926 0.34
O -3.12519 -0.06696 3.39111 -0.58
C -3.68555 0.80298 4.00214 0.75
O -3.34280 0.99643 5.29026 -0.37
C -3.86757 2.06681 6.08863 -0.38
C -5.20759 1.71863 6.69901 -0.94
C -4.79064 1.62871 3.38792 -0.94
H -3.90919 2.98980 5.51036 0.34
H -3.11724 2.20592 6.86469 0.31
H -5.97372 1.57562 5.93697 0.27
H -5.53342 2.52170 7.36083 0.36
H -5.12727 0.80153 7.28165 0.29
H -5.73420 1.11083 3.56510 0.33
H -4.62256 1.66811 2.31543 0.23
H -4.87518 2.63704 3.78145 0.32
```

---

Number 1: energy -1805.14185 a.u., F_max 4.02 eV/Å. Number 2: energy -1244.85020 a.u., F_max 0.36 eV/Å. Number 3: energy -3979.73867 a.u., F_max 0.45 eV/Å.